Entry 1:
A cluster of 2 separate species, C5H13N2 in total at a distorted geometry, computed with ωB97M-V with the def2-TZVPD basis set.

Each line ends with the natural charge from an NBO analysis.
Geometry (Å):
1 C 1.635 -0.448 2.219  -0.66
2 C 0.900 -1.117 1.063  0.12
3 C -0.146 -0.715 0.403  -0.35
4 N 1.433 -2.520 0.737  -0.69
5 H 1.323 0.624 2.158  0.26
6 H 1.405 -0.850 3.150  0.24
7 H 2.690 -0.557 2.116  0.23
8 H -0.565 -1.308 -0.406  0.24
9 H -0.659 0.233 0.610  0.26
10 H 1.830 -2.988 1.530  0.44
11 H 2.131 -2.465 0.024  0.44
12 H 0.677 -3.080 0.370  0.45
13 C -2.181 2.853 -1.329  -0.46
14 C -1.913 1.663 -1.895  -0.03
15 N -0.763 0.821 -1.873  -0.86
16 H -1.448 3.396 -0.682  0.19
17 H -3.114 3.361 -1.533  0.22
18 H -2.796 1.242 -2.405  0.20
19 H 0.020 1.166 -1.379  0.36
20 H -0.459 0.689 -2.876  0.39

Relative energy (zero: lowest compared OMol25 entry of this formula, charge and spin) ... 74.2 kcal per mole
LUMO energy ... -3.678 eV
Kohn-Sham gap ... 0.288 Ha
Charge ... +1

***

Entry 2:
A structure of composition C9H13NOOs at a distorted geometry, computed with ωB97M-V with the def2-TZVPD basis set.

Each line ends with the Mulliken spin population.
Geometry (Å):
1 C -0.594 0.893 -2.182  0.08
2 C 0.793 0.842 -1.786  0.00
3 C 0.948 1.532 -0.530  0.03
4 C -0.356 2.091 -0.186  -0.01
5 C -1.295 1.694 -1.199  0.05
6 Os -0.419 -0.171 -0.273  1.12
7 N -2.044 -1.203 -0.541  0.90
8 C -0.231 -2.111 -0.571  0.01
9 C 1.070 -1.473 -0.443  0.05
10 H 1.863 1.664 0.033  0.00
11 H 1.594 0.351 -2.315  -0.01
12 H -0.556 2.696 0.677  0.01
13 H -2.356 1.928 -1.199  0.01
14 H -1.025 0.458 -3.073  0.00
15 H 1.682 -1.575 -1.357  0.00
16 H -0.477 -2.726 0.309  0.01
17 H -2.153 -1.320 0.542  0.02
18 H 1.628 -1.834 0.432  0.02
19 H -0.426 -2.462 -1.604  0.01
20 C 0.846 0.139 2.595  0.14
21 C -0.437 0.004 1.891  0.82
22 O -1.554 0.041 2.391  0.67
23 H 1.709 0.099 1.918  -0.01
24 H 0.934 -0.669 3.350  0.05
25 H 0.856 1.113 3.120  0.04

LUMO energy (alpha / beta) ... 0.498 / -1.668 eV
Spin multiplicity ... 5
Kohn-Sham gap (alpha / beta) ... 0.189 / 0.244 Ha
<S²> ... 6.024

***

Entry 3:
The molecule CH7N2O2P at a distorted geometry, computed with ωB97M-V with the def2-TZVPD basis set.

Each line ends with the natural charge from an NBO analysis.
Geometry (Å):
1 C 2.022 0.337 0.221  -0.42
2 N 0.666 0.158 0.783  -1.11
3 P -0.663 0.034 -0.038  2.31
4 N -1.837 -0.814 0.761  -1.16
5 O -1.423 1.438 -0.263  -0.99
6 O -0.696 -0.603 -1.565  -0.99
7 H 2.572 1.012 0.862  0.20
8 H 2.500 -0.633 0.160  0.18
9 H 2.148 0.849 -0.765  0.17
10 H -1.699 -0.510 1.653  0.38
11 H -1.703 -1.775 0.917  0.39
12 H -2.148 1.419 -0.933  0.51
13 H 0.261 -0.911 -1.792  0.51

SMILES ... CN=P(N)(O)O
Relative energy (zero: lowest compared OMol25 entry of this formula, charge and spin) ... 11.3 kcal per mole
LUMO energy ... 0.522 eV
Kohn-Sham gap ... 0.342 Ha

***

Entry 4:
The ion C2H4N3O with charge +1 at a distorted geometry, computed with ωB97M-V with the def2-TZVPD basis set.

Each line ends with the natural charge from an NBO analysis.
Geometry (Å):
1 C 0.012 0.733 -1.282  -0.49
2 N -0.353 -0.260 -0.364  0.45
3 O -0.966 -1.221 -0.669  -0.13
4 N 0.026 -0.057 0.864  -0.35
5 C -0.016 -0.976 2.133  0.37
6 N 0.012 -1.430 3.143  -0.15
7 H -0.740 0.861 -2.119  0.32
8 H 0.776 0.348 -1.831  0.28
9 H 0.299 1.607 -0.855  0.26
10 H 0.951 0.397 0.980  0.46

SMILES ... C[N+](=O)NC#N
Relative energy (zero: lowest compared OMol25 entry of this formula, charge and spin) ... 131.3 kcal per mole
LUMO energy ... -7.226 eV
Kohn-Sham gap ... 0.380 Ha
Charge ... +1

***

Entry 5:
The molecule C3H4FP at a distorted geometry, computed with ωB97M-V with the def2-TZVPD basis set.

Each line ends with the natural charge from an NBO analysis.
Geometry (Å):
1 C 0.782 0.861 0.545  -0.59
2 C -0.343 0.300 0.261  0.15
3 C -1.380 -0.315 -0.387  -0.74
4 F 2.937 -0.873 0.481  -0.60
5 P 2.128 0.102 -0.624  0.80
6 H 1.147 1.517 1.356  0.23
7 H -2.288 -0.454 0.239  0.24
8 H -1.212 -1.347 -0.658  0.26
9 H -1.770 0.209 -1.213  0.25

Relative energy (zero: lowest compared OMol25 entry of this formula, charge and spin) ... 49.8 kcal per mole
LUMO energy (alpha / beta) ... -0.002 / -0.601 eV
Kohn-Sham gap (alpha / beta) ... 0.289 / 0.246 Ha

***

Entry 6:
The molecule C4H6S2 at a distorted geometry, computed with ωB97M-V with the def2-TZVPD basis set.

Each line ends with the natural charge from an NBO analysis.
Geometry (Å):
1 C -0.760 -1.966 -1.375  -0.74
2 S -0.865 -0.145 -1.493  0.30
3 C -0.074 0.322 -0.016  -0.28
4 C 0.141 1.557 0.487  -0.31
5 C 1.046 1.678 1.635  -0.28
6 S 1.498 3.041 2.397  0.01
7 H -1.047 -2.376 -2.380  0.24
8 H -1.416 -2.398 -0.626  0.22
9 H 0.292 -2.256 -1.175  0.23
10 H 0.136 -0.551 0.575  0.20
11 H -0.206 2.382 -0.089  0.22
12 H 1.256 0.713 2.060  0.18

SMILES ... CS/C=C/C=S
Relative energy (zero: lowest compared OMol25 entry of this formula, charge and spin) ... 21.0 kcal per mole
LUMO energy ... -0.532 eV
Kohn-Sham gap ... 0.293 Ha

***

Entry 7:
A structure of composition C34H80HfN2O19P2S11 at a distorted geometry, computed with ωB97M-V with the def2-TZVPD basis set.

Each line ends with the Löwdin charge.
Geometry (Å):
1 Hf -1.008 -0.284 -1.946  1.61
2 C -3.721 5.352 0.027  0.00
3 N -2.567 4.945 0.791  -0.07
4 C -1.397 4.765 0.114  -0.03
5 C -0.345 4.150 0.697  0.01
6 C -0.485 3.638 1.972  -0.11
7 C -1.680 3.713 2.623  0.04
8 C -2.724 4.424 2.023  0.03
9 C 0.652 2.713 2.464  -0.12
10 C 0.963 1.624 1.738  0.02
11 C 1.929 0.701 2.090  0.05
12 N 2.715 0.977 3.196  -0.04
13 C 2.365 2.006 3.963  -0.04
14 C 1.380 2.875 3.603  0.01
15 C 3.699 0.032 3.796  0.03
16 H -4.516 5.750 0.622  0.10
17 H -3.960 4.455 -0.495  0.06
18 H -3.462 6.121 -0.766  0.12
19 H -1.419 5.314 -0.850  0.14
20 H 0.674 4.029 0.165  0.13
21 H -1.867 3.215 3.538  0.09
22 H -3.744 4.416 2.423  0.12
23 H 0.406 1.311 0.821  0.11
24 H 1.980 -0.268 1.593  0.11
25 H 2.864 2.079 4.946  0.16
26 H 1.280 3.720 4.254  0.13
27 H 3.245 -0.147 4.759  0.09
28 H 4.688 0.534 3.815  0.11
29 H 3.794 -0.952 3.317  0.06
30 P -2.407 1.578 -0.537  0.09
31 O -2.356 1.518 0.939  -0.29
32 O -2.901 0.192 -1.175  -0.48
33 O -0.857 1.655 -1.125  -0.46
34 O -3.125 2.748 -1.254  -0.39
35 P 1.118 -1.649 -0.695  0.14
36 O -0.090 -0.706 -0.134  -0.46
37 O 1.043 -2.985 0.009  -0.37
38 O 2.518 -0.986 -0.551  -0.39
39 O 0.710 -1.559 -2.303  -0.50
40 C -4.366 -1.071 -3.933  -0.21
41 S -2.792 -1.217 -4.864  0.95
42 O -1.825 -0.374 -4.031  -0.67
43 C -2.357 -2.977 -4.716  -0.21
44 H -5.074 -1.875 -4.163  0.06
45 H -4.787 -0.100 -4.179  0.05
46 H -4.163 -1.040 -2.817  0.05
47 H -2.345 -3.262 -3.659  0.03
48 H -1.297 -3.087 -5.016  0.07
49 H -2.946 -3.598 -5.336  0.04
50 C 5.721 0.786 0.106  -0.26
51 S 7.199 0.078 0.964  0.87
52 O 6.710 -0.593 2.254  -0.59
53 C 7.395 -1.185 -0.387  -0.26
54 H 6.113 1.067 -0.890  0.06
55 H 5.373 1.677 0.590  0.01
56 H 4.886 0.116 0.100  0.03
57 H 6.498 -1.760 -0.558  0.02
58 H 8.139 -1.941 -0.134  0.05
59 H 7.517 -0.728 -1.371  0.05
60 C -0.328 4.138 -3.393  -0.26
61 S -1.344 4.230 -4.867  0.82
62 O -0.493 3.779 -5.955  -0.56
63 C -2.443 2.826 -4.291  -0.24
64 H -0.930 4.411 -2.580  0.00
65 H 0.493 4.820 -3.523  0.04
66 H 0.009 3.108 -3.232  0.02
67 H -1.860 1.845 -4.230  0.03
68 H -3.284 2.778 -4.977  0.03
69 H -2.899 3.002 -3.275  0.04
70 C 1.057 -5.862 -1.470  -0.26
71 S 2.676 -5.712 -2.352  0.81
72 O 2.904 -6.903 -3.236  -0.58
73 C 2.125 -4.318 -3.431  -0.25
74 H 0.201 -5.875 -2.161  0.05
75 H 0.992 -5.032 -0.796  -0.01
76 H 1.014 -6.814 -0.892  0.06
77 H 2.917 -4.186 -4.185  0.05
78 H 2.087 -3.352 -2.866  0.03
79 H 1.163 -4.599 -3.858  0.04
80 C -2.025 -4.231 -0.114  -0.24
81 S -3.044 -2.873 -0.611  0.93
82 O -2.167 -2.272 -1.731  -0.66
83 C -2.989 -1.814 0.819  -0.26
84 H -2.294 -4.762 0.773  0.06
85 H -0.991 -3.778 -0.231  0.05
86 H -2.197 -4.915 -0.967  0.05
87 H -1.993 -1.725 1.214  0.03
88 H -3.673 -2.205 1.650  0.10
89 H -3.389 -0.851 0.517  0.02
90 C 0.094 0.490 -6.030  -0.22
91 S 1.249 0.866 -4.667  0.91
92 O 0.421 1.005 -3.416  -0.65
93 C 2.171 -0.616 -4.688  -0.27
94 H 0.676 0.671 -6.962  0.08
95 H -0.652 1.298 -5.970  0.03
96 H -0.363 -0.481 -5.892  0.02
97 H 2.980 -0.621 -3.909  0.09
98 H 2.635 -0.640 -5.678  0.07
99 H 1.539 -1.414 -4.495  0.00
100 C 0.588 -4.235 4.718  -0.24
101 S -0.710 -3.201 4.019  0.83
102 O -1.455 -2.586 5.160  -0.60
103 C 0.332 -1.888 3.242  -0.24
104 H 1.279 -4.520 3.918  0.03
105 H 0.147 -5.042 5.267  0.05
106 H 1.079 -3.594 5.413  0.05
107 H 0.728 -1.182 4.020  0.06
108 H -0.245 -1.353 2.514  0.02
109 H 1.174 -2.403 2.800  0.01
110 C -5.831 1.796 0.761  -0.24
111 S -6.010 2.028 2.561  0.79
112 O -5.844 3.466 2.758  -0.55
113 C -7.732 1.738 2.778  -0.29
114 H -6.061 0.750 0.452  0.07
115 H -4.833 2.098 0.388  0.01
116 H -6.496 2.495 0.238  0.06
117 H -7.861 1.569 3.831  0.04
118 H -8.130 0.819 2.309  0.06
119 H -8.379 2.547 2.426  0.07
120 C 2.869 2.291 -1.732  -0.20
121 S 3.271 3.955 -1.055  0.82
122 O 4.299 3.575 -0.015  -0.58
123 C 4.138 4.794 -2.354  -0.27
124 H 3.761 1.761 -1.956  0.04
125 H 2.111 2.361 -2.568  0.04
126 H 2.406 1.845 -0.849  0.03
127 H 3.400 4.902 -3.135  0.04
128 H 4.983 4.263 -2.735  0.05
129 H 4.349 5.831 -2.130  0.05
130 C -2.949 0.163 3.952  -0.25
131 S -1.541 0.420 5.096  0.85
132 O -1.235 1.888 5.113  -0.57
133 C -2.508 -0.041 6.630  -0.21
134 H -3.828 0.735 4.281  0.03
135 H -3.204 -0.927 3.985  0.06
136 H -2.708 0.476 2.947  0.01
137 H -2.102 0.645 7.337  0.03
138 H -2.459 -1.077 6.825  0.02
139 H -3.523 0.308 6.546  0.04
140 C 4.612 -3.189 0.951  -0.27
141 S 4.241 -4.011 2.458  0.87
142 O 3.459 -2.946 3.136  -0.59
143 C 2.954 -5.220 1.869  -0.22
144 H 5.155 -2.290 1.263  0.02
145 H 3.786 -2.915 0.350  0.02
146 H 5.242 -3.839 0.301  0.07
147 H 2.732 -5.885 2.702  0.04
148 H 3.412 -5.878 1.152  0.04
149 H 2.097 -4.643 1.591  0.02

LUMO energy ... -0.625 eV
Kohn-Sham gap ... 0.264 Ha

***

Entry 8:
The molecule C5H4Cl3N3S at a distorted geometry, computed with ωB97M-V with the def2-TZVPD basis set.

Each line ends with the natural charge from an NBO analysis.
Geometry (Å):
1 C -0.858 -1.393 -1.541  -0.31
2 C -0.882 -1.167 -0.218  0.06
3 C -0.053 -0.520 -2.346  0.07
4 C 0.799 0.531 -0.492  0.02
5 C -0.744 0.472 1.496  0.11
6 N -0.200 -0.076 0.340  -0.53
7 N 0.758 0.324 -1.803  -0.41
8 N 2.647 1.707 1.341  -1.02
9 S 2.227 1.386 -0.114  0.92
10 Cl -0.273 2.173 1.731  0.07
11 Cl -2.554 0.458 1.451  0.00
12 Cl -0.262 -0.468 2.972  -0.02
13 H -1.396 -2.216 -1.976  0.24
14 H -1.438 -1.770 0.482  0.23
15 H -0.056 -0.584 -3.422  0.20
16 H 2.284 1.144 2.099  0.36

LUMO energy (alpha / beta) ... -0.747 / -0.706 eV
Kohn-Sham gap (alpha / beta) ... 0.255 / 0.245 Ha

***

| no. | molecular weight (g mol⁻¹) |
| --- | --- |
| 1 | 101.17 |
| 2 | 341.44 |
| 3 | 110.05 |
| 4 | 86.07 |
| 5 | 90.04 |
| 6 | 118.23 |
| 7 | 1414.18 |
| 8 | 244.53 |